Computed, not measured: a cluster of 9 separate species, C21H60O15 in total in a non-equilibrium geometry, with ωB97M-V/def2-TZVPD.

Geometry as XYZ:
```
96
Properties=species:S:1:pos:R:3:forces:R:3
C -0.2111 -4.8404 1.1169 -0.7 -0.8 -1.3
C 0.6362 -5.0412 2.3478 0.3 -0.1 0.7
C 0.6845 -3.7650 3.1764 -1.1 0.1 0.8
O 0.1233 -6.1110 3.1980 0.4 0.2 -0.8
H -1.3214 -4.9246 1.2400 1.0 -0.2 0.3
H 0.1170 -5.5407 0.3018 -0.5 0.5 0.7
H -0.0711 -3.8488 0.7149 0.3 0.4 -0.2
H 1.6896 -5.2381 2.0108 -0.8 -0.2 0.4
H -0.3269 -3.4929 3.5771 0.9 -0.4 -0.3
H 1.0223 -2.9419 2.5858 0.0 0.6 -0.9
H 1.3955 -3.7342 3.9880 0.1 -0.7 0.5
H -0.0746 -6.9013 2.6551 0.3 0.8 0.3
C -1.8488 0.1201 4.4481 1.3 -0.4 0.6
C -1.2466 -0.6073 3.2284 -1.6 0.3 -1.1
C -2.0745 -1.7793 2.7004 -1.0 0.1 1.1
O -1.2224 0.3576 2.0932 0.4 -1.0 1.4
H -2.8355 0.5389 4.3548 -0.4 0.0 -0.7
H -1.1671 0.9453 4.6770 -0.2 0.1 0.0
H -1.8581 -0.4803 5.3739 0.1 -0.2 -0.5
H -0.2451 -0.9721 3.4455 0.3 0.3 0.0
H -1.6766 -2.3003 1.8443 0.7 -0.1 -0.1
H -3.0607 -1.4178 2.3607 0.2 0.0 0.4
H -2.2224 -2.5110 3.5288 -0.1 0.4 -0.7
H -0.5212 0.9747 2.3242 0.1 0.5 -0.3
C -0.5715 3.7099 3.5440 0.3 -0.3 0.0
C 0.8931 3.3782 3.2622 0.2 0.1 0.9
C 1.4689 2.3198 4.1835 -0.8 -0.4 0.4
O 0.9050 2.8859 1.9466 -0.5 0.2 -2.0
H -1.2064 2.8619 3.3186 -0.1 -0.3 -0.3
H -0.9075 4.5593 2.9730 -0.1 0.3 -0.3
H -0.7575 3.9136 4.5782 0.1 0.3 0.8
H 1.4962 4.3327 3.4181 -0.4 -1.1 -0.7
H 1.3817 2.6536 5.2231 0.5 -0.1 -0.1
H 2.4505 2.0049 3.8711 0.7 0.4 0.2
H 0.9308 1.3650 4.1283 -0.5 0.2 -0.1
H 1.4806 2.1490 1.6698 0.4 0.3 1.1
O -4.3821 2.3446 0.9686 0.3 0.8 -0.5
C -3.4589 3.3768 0.4994 0.5 -1.0 1.6
C -2.1938 2.7198 -0.0109 -1.0 -1.5 -2.1
O -1.1164 3.6165 -0.1627 1.0 -0.8 1.7
H -5.2192 2.7592 1.2420 0.6 -0.1 -0.3
H -3.8796 3.9905 -0.2638 -0.5 0.6 -0.4
H -3.0893 3.9536 1.3606 -0.5 0.3 -0.2
H -2.3316 2.3121 -1.0355 -0.5 0.1 0.3
H -2.0290 1.7981 0.5641 0.5 0.6 0.4
H -0.4605 3.2493 0.4879 -0.1 1.1 -0.6
O 0.8549 2.7282 -2.1277 0.9 -0.6 -1.0
C 0.8443 2.5049 -3.5670 0.4 -1.1 1.5
C -0.5502 2.2540 -4.0558 -0.3 -2.4 -2.1
O -1.3596 3.3519 -3.8428 -1.3 1.2 0.9
H 0.0243 3.1014 -1.8460 -0.6 0.5 0.2
H 1.1773 3.3915 -4.0833 0.5 0.4 -0.1
H 1.5395 1.6239 -3.7193 -0.9 1.1 -0.2
H -1.0267 1.2881 -3.7691 0.4 0.7 0.7
H -0.5316 2.0672 -5.1732 0.4 0.6 0.8
H -1.9638 3.2520 -3.0778 0.6 -0.2 -0.7
O -1.3023 -0.6998 -0.4845 0.9 0.8 0.6
C 0.0998 -0.2543 -0.6533 0.4 0.9 0.2
C 1.0999 -1.4134 -0.5401 -1.6 -0.1 1.6
O 0.8991 -2.3794 -1.5143 0.2 -0.8 -1.2
H -1.5950 -0.3929 0.4178 0.7 -0.4 -0.8
H 0.2466 0.3106 -1.6191 -0.6 -0.9 0.7
H 0.3390 0.4990 0.1390 -0.3 -0.7 -0.5
H 0.9597 -1.9299 0.4459 -0.1 0.6 -0.2
H 2.1236 -1.0914 -0.5373 0.3 0.4 -0.3
H -0.0264 -2.3866 -1.8128 0.1 -0.2 0.0
O -3.0683 0.2835 -2.6039 0.0 0.5 0.6
C -3.6153 -0.9679 -2.9615 -1.7 0.4 -0.3
C -2.5370 -1.9364 -3.3711 -0.9 -1.7 0.3
O -1.8930 -2.6540 -2.2674 -0.6 1.1 -0.5
H -2.6949 0.2636 -1.7018 -0.1 -0.3 -0.5
H -4.3613 -1.3479 -2.1977 1.1 0.1 -0.5
H -4.2715 -0.7521 -3.8615 0.9 -0.3 0.8
H -1.8235 -1.3440 -3.9105 0.6 0.2 -0.4
H -3.0122 -2.6858 -4.0754 0.8 0.5 0.9
H -1.8793 -2.0190 -1.5070 0.0 -0.4 -0.5
O 3.5301 -2.3217 -2.8104 0.5 0.1 -0.2
C 3.4850 -2.0000 -4.1908 1.1 0.0 -0.4
C 2.7603 -0.7070 -4.4576 -0.8 -0.8 -1.5
O 1.4413 -0.7438 -3.9381 0.0 1.1 0.6
H 2.6389 -2.5876 -2.5363 -0.3 0.1 0.1
H 4.5258 -1.8380 -4.6226 -1.0 -0.6 0.9
H 3.0245 -2.8423 -4.7744 0.2 0.7 0.4
H 2.7190 -0.6955 -5.5564 0.0 0.4 -0.1
H 3.2719 0.2279 -4.1766 -0.3 -0.5 0.5
H 0.9197 -1.4876 -4.2470 0.3 -0.2 -0.2
O 2.9356 0.8688 1.4137 0.1 0.1 -0.5
C 3.6423 1.6678 0.4208 0.8 -0.3 1.1
C 3.5361 1.0587 -0.9477 -0.7 0.0 0.1
O 4.0377 -0.2949 -0.7986 -0.3 0.8 -1.4
H 3.3476 -0.0137 1.3564 -0.4 0.4 0.0
H 3.2881 2.7239 0.5275 0.3 -1.0 -0.3
H 4.7076 1.5507 0.6935 -0.2 0.7 0.0
H 4.0643 1.7226 -1.6503 0.3 -0.6 0.0
H 2.4844 1.1180 -1.2528 0.0 -0.5 -0.1
H 3.8559 -0.8140 -1.6322 0.3 0.4 0.9
```
Positions in Å, forces in eV/Å.

Computed properties:
calculated total energy = -1964.59012 Ha
net charge = 0
ΔE to the lowest compared entry with this formula, charge and spin = 97.9 kJ/mol
SMILES = CC(C)O.CC(C)O.CC(C)O.OCCO.OCCO.OCCO.OCCO.OCCO.OCCO
gap between HOMO and LUMO = 10.334 eV
HOMO level = -9.7 eV

=====

Computed, not measured: a cluster of 16 separate species, C26H30Cl45N2 in total in a non-equilibrium geometry, with ωB97M-V/def2-TZVPD.

Geometry as XYZ:
```
103
Properties=species:S:1:pos:R:3:forces:R:3
C 4.2293 -1.9285 2.4571 -0.4 0.9 -0.8
C 3.0577 -2.1566 2.5498 -0.3 0.1 -0.3
C 1.6252 -2.3795 2.6303 0.5 -1.0 -0.2
N 0.8456 -1.4297 1.8050 -0.8 0.5 0.2
C 1.3206 -0.8590 0.6937 1.0 0.0 -0.7
C 0.5717 0.0092 -0.0637 -0.9 0.1 0.1
C -0.7266 0.3038 0.3370 0.0 -0.8 0.3
C -1.2339 -0.3008 1.4948 -0.1 0.3 -0.3
N -2.5380 -0.0589 1.9616 0.3 0.0 -0.4
C -3.5783 -1.0529 1.5499 -0.1 -0.3 0.6
C -3.0906 -2.1942 0.6657 -1.0 -0.1 0.1
C -4.2510 -3.1407 0.2933 0.8 0.0 0.3
C -0.4064 -1.1436 2.2048 -0.3 -0.2 0.3
H 5.1842 -1.4507 2.3650 0.0 -0.5 0.0
H 1.2567 -2.3674 3.6548 0.0 0.4 0.0
H 1.4153 -3.3891 2.2599 -0.1 0.1 -0.1
H 2.3368 -1.0878 0.3988 0.0 -0.2 0.3
H 0.9479 0.4621 -0.9697 0.3 -0.1 0.1
H -1.3984 0.9682 -0.2013 0.6 -0.4 -0.1
H -2.7976 0.8823 1.6980 -0.2 -0.1 0.0
H -4.4159 -0.5175 1.0988 0.1 0.0 -0.1
H -3.9601 -1.5109 2.4675 -0.1 0.1 -0.1
H -2.6735 -1.8323 -0.2745 0.4 0.0 0.2
H -2.3847 -2.7968 1.2440 0.3 0.2 -0.3
H -3.7838 -4.0738 -0.0294 -0.4 0.1 -0.1
H -4.8386 -2.7279 -0.5244 -0.2 -0.1 0.1
H -4.8587 -3.3674 1.1686 -0.2 0.1 -0.1
H -0.7801 -1.5948 3.1150 0.2 -0.1 0.0
C -2.9296 -4.7352 -3.2401 -0.2 -0.1 -0.1
Cl -3.5987 -5.7394 -1.9497 0.1 -0.2 -0.2
Cl -3.9295 -4.8369 -4.6813 0.1 0.1 0.0
Cl -2.7721 -3.0581 -2.6982 0.1 0.0 -0.2
H -1.9420 -5.1042 -3.4836 0.0 0.0 0.0
C -4.0242 2.6877 -2.2323 0.0 0.0 -0.3
Cl -3.1683 2.0843 -0.7937 -0.4 0.3 -0.1
Cl -2.9265 3.5984 -3.2596 0.0 0.0 0.1
Cl -4.7592 1.3555 -3.1171 0.0 0.0 0.1
H -4.8108 3.3560 -1.8984 0.2 -0.2 0.1
C -5.5993 6.4011 -1.1114 0.1 -0.1 -0.3
Cl -4.7483 5.7581 0.3008 0.0 -0.1 0.0
Cl -4.4980 7.3023 -2.1438 0.0 0.0 0.0
Cl -6.3776 5.0933 -2.0165 -0.2 0.2 0.0
H -6.3671 7.0807 -0.7508 0.1 -0.4 -0.4
C 6.0552 -2.1121 6.0703 -0.1 0.0 0.4
Cl 4.6795 -2.2720 4.9756 0.4 -0.1 0.9
Cl 6.5057 -0.4166 6.2544 0.0 0.0 -0.1
Cl 5.7243 -2.8495 7.6378 0.0 0.0 -0.1
H 6.8846 -2.6348 5.6127 0.0 0.1 0.2
C -6.9158 10.1422 0.9990 0.0 0.1 -0.2
Cl -5.8786 11.2306 0.0879 0.1 -0.2 -0.1
Cl -8.5841 10.2399 0.4377 0.0 0.0 0.0
Cl -6.3199 8.4755 0.8815 -0.1 0.6 0.7
H -6.8877 10.4347 2.0404 0.0 -0.1 0.0
C -5.7444 -7.8678 -7.0025 -0.1 0.1 0.0
Cl -7.3193 -8.3904 -7.5957 0.0 0.0 0.0
Cl -5.3371 -6.2732 -7.6389 -0.2 0.1 0.2
Cl -5.7142 -7.8632 -5.2368 0.0 -0.1 0.0
H -5.0001 -8.5723 -7.3520 0.0 0.0 0.0
C -4.9943 -5.5237 3.7101 -0.1 0.0 -0.2
Cl -5.7389 -3.9297 3.8401 0.0 0.0 0.1
Cl -5.7749 -6.4771 2.4525 0.0 0.0 0.0
Cl -3.2591 -5.3736 3.3914 0.0 0.0 0.0
H -5.1210 -6.0359 4.6548 0.0 0.0 0.0
C 0.4251 4.3986 1.2703 0.1 0.1 -0.1
Cl 1.6555 4.5200 2.5240 -0.1 0.0 0.1
Cl 1.1080 4.8051 -0.2998 -0.1 0.0 0.2
Cl -0.2522 2.7580 1.2384 0.2 0.8 0.3
H -0.3702 5.0986 1.4938 0.0 0.0 0.0
C 3.7115 6.8307 -2.9648 0.0 0.1 0.0
Cl 3.3177 8.3606 -2.1835 0.0 0.0 0.0
Cl 2.2839 5.7889 -3.0473 0.1 0.0 -0.2
Cl 4.3778 7.0991 -4.5726 0.0 0.0 0.0
H 4.4599 6.3273 -2.3663 0.0 0.0 0.0
C 7.6040 -1.0618 0.1445 0.0 0.2 0.0
Cl 6.1186 -1.7585 -0.5149 0.0 -0.1 0.0
Cl 7.8479 0.5705 -0.4604 0.0 0.0 0.0
Cl 7.5680 -1.0724 1.9134 0.2 0.0 0.0
H 8.4366 -1.6736 -0.1781 0.0 0.0 0.0
C -6.7195 14.6590 2.2637 0.2 0.0 0.0
Cl -5.5108 14.7714 3.5423 0.0 0.0 0.0
Cl -5.9991 14.9974 0.6903 0.0 0.0 0.0
Cl -7.4885 13.0673 2.2695 -0.3 0.3 0.2
H -7.4839 15.4009 2.4531 0.0 0.0 0.0
C 8.8799 -4.9226 2.9168 0.2 0.0 0.1
Cl 9.1822 -6.5526 3.5107 0.0 0.0 0.0
Cl 7.7292 -4.0810 3.9641 0.0 -0.2 -0.2
Cl 10.3854 -4.0127 2.7957 0.0 0.0 -0.1
H 8.4460 -4.9953 1.9278 0.0 0.0 0.0
C -2.1345 -6.5389 -10.5254 -0.1 0.0 0.0
Cl -2.7981 -7.5485 -9.2377 0.3 -0.2 -0.1
Cl -3.1335 -6.6388 -11.9730 0.0 0.0 0.0
Cl -1.9831 -4.8652 -9.9839 0.0 0.0 0.0
H -1.1466 -6.9069 -10.7686 0.0 0.0 0.0
C 12.5557 -7.4253 1.6819 0.1 -0.1 0.0
Cl 13.5182 -8.0082 3.0388 0.0 0.0 0.0
Cl 13.5435 -6.4545 0.5870 -0.1 0.0 0.0
Cl 11.8148 -8.7758 0.8180 0.0 0.1 0.0
H 11.7652 -6.7971 2.0735 0.0 0.0 0.0
C 4.8024 3.3161 0.9837 0.1 0.1 0.0
Cl 6.0996 3.4081 2.1699 -0.1 0.0 0.0
Cl 5.3829 3.7591 -0.6239 0.0 0.0 0.0
Cl 4.0878 1.6959 0.9675 -0.1 0.0 0.0
H 4.0293 4.0183 1.2668 0.0 0.0 0.0
```
Positions in Å, forces in eV/Å.

Computed properties:
calculated total energy = -21826.44780 Ha
net charge = +1
gap between HOMO and LUMO = 8.481 eV
HOMO level = -12.0 eV

=====

Computed, not measured: the ion C5H12N with charge +1 in a non-equilibrium geometry, with ωB97M-V/def2-TZVPD.

Geometry as XYZ:
```
18
Properties=species:S:1:pos:R:3:forces:R:3
C -2.0945 0.2106 0.3880 -0.8 2.3 1.5
C -1.3999 0.2391 -1.0127 -3.4 -2.6 2.3
C -0.4040 -0.8760 -1.1023 2.1 -0.9 -1.9
C 1.0380 -0.4901 -0.7046 -1.5 0.5 -0.7
C 1.2623 0.5280 0.2023 1.2 -2.0 -0.9
N 2.2120 0.2436 1.3150 1.7 0.2 1.2
H -1.4330 0.3044 1.2688 0.4 -0.7 -0.6
H -2.6911 1.2072 0.6693 0.6 -2.2 -1.4
H -2.7223 -0.6859 0.5195 0.1 0.5 0.0
H -2.2557 0.0918 -1.6723 0.3 -0.3 -0.4
H -1.1447 1.2060 -1.1675 1.8 2.8 -0.8
H -0.5496 -1.6819 -0.2588 0.0 1.2 -1.6
H -0.3812 -1.4362 -2.1590 -0.1 1.2 2.4
H 1.7762 -1.0717 -1.2939 0.1 -0.8 2.0
H 1.3748 1.5500 -0.0391 -1.8 1.3 0.1
H 1.9548 0.8433 2.1173 -1.2 -1.1 0.1
H 2.2881 -0.7597 1.5483 -0.5 0.6 0.2
H 3.1698 0.5774 1.3817 1.2 0.0 -1.5
```
Positions in Å, forces in eV/Å.

Computed properties:
calculated total energy = -252.05741 Ha
net charge = +1
ΔE to the lowest compared entry with this formula, charge and spin = 456.1 kJ/mol
SMILES = CCC/C=C/[NH3+]
gap between HOMO and LUMO = 8.407 eV
HOMO level = -13.3 eV

=====

Computed, not measured: a structure of composition C3H6N2O in a non-equilibrium geometry, with ωB97M-V/def2-TZVPD.

Geometry as XYZ:
```
12
Properties=species:S:1:pos:R:3:forces:R:3
C 0.6072 0.5771 2.0449 -1.2 -1.1 -0.1
C -0.1185 -0.2419 -1.4148 -0.8 -0.5 2.1
C -1.4075 -0.4968 -2.1398 -1.4 0.5 1.0
H 1.6010 0.8038 2.3288 1.0 -0.1 0.7
H 0.1855 -0.3309 2.5749 0.5 1.1 -0.4
H 0.0377 1.4654 2.3063 -0.4 -0.1 -0.4
H 1.6885 -0.4756 0.4189 -3.4 3.3 0.4
H 0.8786 -0.6254 -1.7563 -0.9 0.5 0.1
H -1.3895 -0.8752 -3.1726 0.5 0.0 0.0
N 0.7224 0.3482 0.6093 4.7 -3.2 -0.1
N -0.2838 0.1693 -0.1608 -0.5 -0.1 -2.7
O -2.5215 -0.3181 -1.6387 1.9 -0.2 -0.7
```
Positions in Å, forces in eV/Å.

Computed properties:
calculated total energy = -302.54868 Ha
net charge = 0
ΔE to the lowest compared entry with this formula, charge and spin = 379.2 kJ/mol
gap between HOMO and LUMO = 8.881 eV
HOMO level = -8.8 eV

=====

Computed, not measured: a structure of composition C25H23AsN2O2ReS in a non-equilibrium geometry, with ωB97M-V/def2-TZVPD.

Geometry as XYZ:
```
55
Properties=species:S:1:pos:R:3:forces:R:3
Re -0.6584 0.3822 0.9428 -0.3 -1.5 -0.3
S -0.9025 -1.8352 0.4484 0.4 1.5 -0.1
C -2.6301 -2.2083 0.3538 -0.3 -0.2 -0.1
C -2.9980 -3.5501 0.3685 0.0 0.0 0.0
C -4.3493 -3.8800 0.3916 0.0 0.0 0.0
C -5.3209 -2.8883 0.3807 0.0 0.0 0.0
C -4.9522 -1.5465 0.3333 -0.1 -0.1 0.0
C -3.6094 -1.2185 0.3237 0.0 -0.1 0.0
As -2.9642 0.5519 0.0944 0.1 -0.1 0.4
C -2.9012 0.8351 -1.7859 0.1 0.1 -0.1
C -3.2245 -0.2050 -2.6511 0.0 0.1 -0.1
C -3.1286 0.0071 -4.0202 0.0 0.0 0.0
C -2.7068 1.2364 -4.5068 0.0 0.0 0.0
C -2.3881 2.2713 -3.6343 0.0 0.0 0.0
C -2.4788 2.0729 -2.2676 -0.1 -0.1 -0.1
C -4.1321 1.8105 0.8910 0.0 0.1 0.0
C -4.1095 1.9637 2.2742 -0.1 0.1 0.0
C -4.9796 2.8614 2.8680 0.0 0.0 0.0
C -5.8573 3.5977 2.0783 0.0 0.0 0.0
C -5.8730 3.4385 0.6988 0.0 0.0 0.0
C -5.0047 2.5403 0.0923 -0.1 0.1 0.1
H -2.2393 -4.3251 0.3718 -0.1 0.0 0.0
H -4.6416 -4.9218 0.4135 0.0 0.0 0.0
H -6.3699 -3.1564 0.3989 0.1 0.0 0.0
H -5.7078 -0.7716 0.3031 0.0 0.0 0.0
H -3.5584 -1.1620 -2.2753 0.0 0.0 0.0
H -3.3842 -0.7908 -4.7054 0.0 0.0 0.0
H -2.6239 1.3913 -5.5747 0.0 0.0 0.0
H -2.0654 3.2300 -4.0197 0.0 0.0 0.0
H -2.2371 2.8818 -1.5911 0.0 0.0 0.0
H -3.4274 1.3840 2.8848 0.0 0.0 0.0
H -4.9783 2.9886 3.9428 0.0 0.0 0.0
H -6.5354 4.3007 2.5450 0.0 0.0 0.0
H -6.5611 4.0135 0.0923 0.0 0.0 0.0
H -5.0143 2.4132 -0.9810 0.0 0.0 -0.1
N 1.7571 -0.5231 6.4755 0.0 0.0 0.0
C 1.0867 -0.3369 5.3465 0.0 -0.1 0.1
C 1.2811 0.8184 4.5466 -0.1 -0.1 0.3
C 0.5872 0.9239 3.3904 0.1 0.2 -0.3
N -0.2649 -0.0254 2.9065 0.0 0.5 0.1
C -0.4970 -1.1094 3.7036 -0.2 0.1 -0.3
C 0.1322 -1.2864 4.8881 0.1 0.0 0.2
H 2.4392 0.1443 6.7972 0.0 0.0 0.0
H 1.6187 -1.3462 7.0391 0.0 0.0 0.0
H 1.9518 1.6114 4.8490 0.0 0.0 0.0
H 0.7098 1.8193 2.7826 0.1 0.0 0.0
H -1.2073 -1.8339 3.3382 0.0 0.0 -0.1
H -0.0888 -2.1722 5.4708 0.0 0.1 0.0
C -0.5283 4.1955 0.7363 -0.3 -0.1 0.1
C 0.2024 3.2602 -0.1740 -0.1 -0.2 0.1
O 1.0313 3.5493 -0.9496 0.3 0.0 -0.4
O -0.1548 1.8800 -0.0439 0.1 -0.2 0.4
H 0.1946 4.8369 1.2352 0.0 0.0 0.0
H -1.1571 3.6857 1.4633 0.0 0.0 0.0
H -1.1576 4.8390 0.1210 0.0 0.0 0.0
```
Positions in Å, forces in eV/Å.

Computed properties:
calculated total energy = -3938.14558 Ha
net charge = +2
ΔE to the lowest compared entry with this formula, charge and spin = 50.3 kJ/mol
spin multiplicity = 2
gap between HOMO and LUMO (spin up / spin down) = 6.615 / 7.034 eV
HOMO level (spin up / spin down) = -14.7 / -14.6 eV